(1)
This record from the OMol25 dataset describes a cluster of 2 separate species, C6H13NO in total. The level of theory is ωB97M-V/def2-TZVPD.

```
21
Properties=species:S:1:pos:R:3:forces:R:3
H -1.282 -0.868 -2.712 -0.12 -0.18 -0.32
H 0.978 -1.007 2.121 1.06 0.93 -0.27
H 1.348 1.569 1.294 0.23 -0.20 -0.30
N -1.314 -0.092 -0.028 -0.04 -0.55 0.08
H 0.013 -0.247 -2.380 0.07 0.04 -0.37
H 1.173 -3.098 1.130 0.61 0.03 -0.19
H -0.992 2.472 1.498 -0.26 0.03 -0.21
H 1.708 0.273 -1.236 0.52 0.68 -0.24
H -0.337 -2.789 0.490 -0.13 0.35 -0.05
H -1.857 0.432 0.655 -0.05 0.13 -0.13
H 0.948 -2.381 -0.560 0.26 -0.02 -0.12
H -1.051 2.596 -0.315 -0.32 0.01 0.00
C 0.696 -1.020 1.068 -0.99 -1.59 -0.59
C 0.961 0.869 -0.735 0.13 -1.89 0.73
C 0.592 1.453 0.509 -0.68 1.02 0.94
O -0.354 -0.914 -2.973 -0.08 0.11 0.61
C 0.688 -2.366 0.495 -0.88 -0.46 0.61
H 0.081 3.545 0.652 0.08 -0.04 -0.16
H -1.636 -1.048 0.086 -0.02 -0.06 -0.40
C -0.430 2.586 0.569 0.53 0.00 0.34
C 0.067 0.034 0.371 0.09 1.65 0.03
```
Forces are in eV/Å.

Summary:
Net charge ... +1
Energy above the lowest of the compared OMol25 structures with the same formula, charge and spin ... 451.4 kJ/mol
2S+1 ... 2
<S²> ... 0.82
HOMO (spin up / spin down) ... -14.152 / -13.912 eV

Löwdin atomic charge list, values in e, 5 entries: atom 1 (H): 0.040, atom 2 (H): 0.160, atom 3 (H): 0.170, atom 4 (N): 0.133, atom 5 (H): -0.027

=====

(2)
This record from the OMol25 dataset describes a cluster of 9 separate species, C6H30O9 in total. The level of theory is ωB97M-V/def2-TZVPD.

```
45
Properties=species:S:1:pos:R:3:forces:R:3
H 5.028 14.472 5.859 0.07 0.22 0.29
O 7.784 14.356 11.269 -0.26 1.01 -1.20
H 11.178 12.232 13.128 0.23 0.27 -0.16
H 5.748 7.773 8.026 -0.03 0.33 -0.23
H 3.814 12.278 7.061 1.64 0.10 -1.23
O 8.659 8.731 8.507 -0.43 -0.05 -0.49
H 5.553 6.307 5.814 0.39 0.41 1.18
H 8.997 11.135 12.595 0.43 2.07 -0.23
H 10.095 8.686 13.196 0.31 -0.14 -0.53
H 7.089 5.767 6.527 -0.02 0.62 -0.18
H 8.207 11.342 6.461 0.31 -0.06 -1.67
H 10.844 7.746 11.889 0.42 -1.22 -0.22
H 10.908 9.474 11.805 -0.30 -0.09 0.07
C 4.134 13.901 6.092 -0.34 0.42 -0.76
H 8.212 13.573 11.597 0.10 -0.70 0.88
H 5.791 11.234 9.803 -0.01 -0.04 0.13
H 6.820 7.542 6.058 0.15 -0.65 0.15
C 10.196 12.612 13.400 -1.22 -0.57 -0.96
O 9.207 12.111 12.424 0.27 -1.39 0.82
H 8.259 7.852 8.584 -0.13 0.02 -0.12
O 6.975 9.303 13.108 0.23 0.11 -0.04
H 7.236 14.795 11.921 0.16 -0.43 0.34
C 8.347 12.646 7.856 0.60 1.11 -0.51
H 9.105 8.620 10.510 -0.34 0.26 1.36
H 6.778 9.779 10.262 0.02 0.46 -0.20
H 9.258 12.969 7.349 0.22 0.16 0.45
C 6.392 6.622 6.507 -0.45 0.12 0.22
H 3.566 13.863 5.153 -0.12 0.05 0.11
O 6.064 6.871 7.903 0.12 -0.78 -1.12
H 6.281 10.374 7.904 0.09 0.03 -0.35
H 3.496 14.434 6.838 0.71 -0.51 -0.28
O 7.976 11.412 7.360 -1.21 -1.66 0.83
H 6.183 9.720 12.748 0.37 -0.15 -0.12
H 8.043 9.197 7.893 0.72 -0.25 0.96
H 5.066 9.666 10.288 -0.78 -0.03 0.23
O 4.544 12.585 6.440 -1.90 -0.30 1.89
H 8.467 12.533 8.903 0.43 0.12 0.98
O 5.843 9.672 8.399 -0.23 0.63 0.64
H 10.140 13.735 13.289 0.14 -1.35 0.66
H 9.959 12.149 14.377 0.02 0.99 -0.20
C 10.283 8.615 12.106 -0.22 1.53 1.08
H 7.607 13.413 7.687 -0.53 0.27 -0.12
C 5.868 10.149 9.769 0.77 -0.83 -0.62
H 7.616 9.103 12.382 -0.71 0.10 0.37
O 9.007 8.639 11.508 0.29 -0.17 -2.10
```
Forces are in eV/Å.

Summary:
Net charge ... 0
Energy above the lowest of the compared OMol25 structures with the same formula, charge and spin ... 436.7 kJ/mol
SMILES ... CO.CO.CO.CO.CO.CO.O.O.O
HOMO ... -10.111 eV

Löwdin atomic charge list, values in e, 5 entries: atom 1 (H): 0.069, atom 2 (O): -0.061, atom 3 (H): 0.061, atom 4 (H): 0.024, atom 5 (H): 0.108

=====

(3)
This record from the OMol25 dataset describes a structure of composition C7H17N2O5S. The level of theory is ωB97M-V/def2-TZVPD.

```
32
Properties=species:S:1:pos:R:3:forces:R:3
C -3.454 0.685 -3.700 0.10 -0.10 -2.57
N -2.860 0.305 -2.401 0.83 -0.19 0.50
O 1.188 -0.293 0.662 -1.54 0.71 1.12
C 2.090 -0.658 1.772 -1.93 -1.15 2.61
H 2.382 0.307 2.221 1.11 -0.62 -0.42
H -4.540 0.041 -1.162 0.02 0.07 -0.06
H -2.974 0.188 -0.324 -0.05 0.11 0.05
C 4.435 -1.434 1.427 1.70 0.02 -0.33
C -4.611 1.618 -3.789 -0.08 -0.15 0.43
H 4.992 -2.212 1.992 -0.43 0.40 -0.31
O -2.878 0.200 -4.630 -0.42 0.24 0.59
H 2.726 -2.149 0.658 -0.21 -0.38 0.36
H -5.429 1.283 -3.149 0.02 0.17 0.10
H 0.364 -1.947 2.365 0.96 -0.14 0.32
S 0.005 0.567 1.466 -1.97 2.98 -0.68
H -4.296 2.622 -3.492 -0.10 -0.01 0.11
C 4.942 -0.061 1.942 -0.32 -0.47 0.19
H 4.949 -0.098 3.050 -0.09 0.41 -0.58
H 4.773 -1.559 0.373 -0.39 0.15 0.53
H 1.543 -1.537 3.724 -0.63 0.59 -0.17
O 0.382 1.988 1.405 -0.30 -3.16 0.62
C 1.031 -1.181 2.814 0.13 -0.37 -0.79
O 0.113 -0.055 3.008 0.79 0.66 -2.43
H -4.962 1.643 -4.817 0.19 -0.05 -0.01
H 5.983 0.099 1.605 -0.54 -0.19 0.16
H -2.602 -0.681 -2.538 -0.27 -0.03 0.28
O -1.372 0.315 0.969 3.21 -0.52 0.66
H -1.932 0.751 -2.411 -0.16 0.18 0.32
C -3.588 0.567 -1.136 -0.14 -0.16 0.35
H -3.731 1.638 -1.025 -0.01 -0.05 -0.01
N 2.994 -1.740 1.550 0.14 1.43 -1.19
H 4.335 0.786 1.570 0.37 -0.38 0.25
```
Forces are in eV/Å.

Summary:
Net charge ... +1
HOMO ... -12.331 eV

Löwdin atomic charge list, values in e, 5 entries: atom 1 (C): -0.400, atom 2 (N): 0.088, atom 3 (O): -0.172, atom 4 (C): -0.371, atom 5 (H): 0.145

=====

(4)
This record from the OMol25 dataset describes a cluster of 2 separate species, C6H14N2 in total. The level of theory is ωB97M-V/def2-TZVPD.

```
22
Properties=species:S:1:pos:R:3:forces:R:3
C 1.306 0.192 0.071 2.20 -0.22 1.55
H 0.513 1.925 -0.056 0.40 0.93 0.03
C -1.626 -0.533 -0.480 0.01 -1.95 5.76
H 1.572 -0.937 1.984 0.47 0.43 -0.11
H 1.629 1.051 -1.822 -0.97 2.04 -1.33
N 0.861 1.277 0.634 -0.61 -1.48 -0.36
H 2.959 0.147 -1.386 0.30 -0.28 0.58
H -3.203 0.581 0.449 -0.25 1.15 -0.10
H -2.410 0.752 -1.798 -1.62 2.11 -0.12
H 2.713 -1.420 0.532 -2.34 0.58 1.03
H 0.450 0.810 2.459 0.56 -2.51 1.16
C 1.662 -1.010 0.900 -0.42 -1.73 -1.57
N 0.494 1.548 1.844 -0.96 3.54 -0.80
H -3.023 -0.939 1.030 0.02 -0.68 1.14
H -1.077 -0.121 -2.401 1.32 -0.95 -1.71
H -0.997 -1.424 -0.280 -0.10 0.78 -0.36
C -1.687 0.057 -1.591 0.01 0.85 -2.48
H -1.805 0.347 1.552 0.04 -0.07 0.31
H 0.792 -1.749 0.645 1.86 0.57 0.31
C 1.880 0.212 -1.284 -0.81 -2.64 -0.22
H 1.433 -0.690 -1.786 0.60 0.77 -0.10
C -2.434 -0.077 0.787 0.29 -1.26 -2.61
```
Forces are in eV/Å.

Summary:
Net charge ... 0
Energy above the lowest of the compared OMol25 structures with the same formula, charge and spin ... 432.1 kJ/mol
HOMO ... -7.221 eV

Löwdin atomic charge list, values in e, 5 entries: atom 1 (C): -0.415, atom 2 (H): 0.154, atom 3 (C): -0.228, atom 4 (H): 0.056, atom 5 (H): 0.046

=====

(5)
This record from the OMol25 dataset describes a structure of composition C7H12. The level of theory is ωB97M-V/def2-TZVPD.

```
19
Properties=species:S:1:pos:R:3:forces:R:3
H -2.546 1.949 0.597 0.01 -0.01 0.01
C 0.889 0.022 -0.455 -2.13 1.12 -0.49
H 2.150 -0.658 1.266 0.36 0.12 -0.75
H -0.173 -2.065 0.443 0.20 -0.31 -0.04
H -3.143 0.310 1.156 -0.36 -0.27 -0.30
H -0.730 -1.067 1.730 -0.15 -0.49 0.52
H -0.024 -0.550 -0.810 1.94 -3.35 -1.55
H 0.846 0.462 1.598 0.30 0.12 0.25
H 2.879 -0.173 -1.349 -0.04 -0.04 0.35
C -1.679 0.341 -0.400 -0.03 0.14 0.71
C -2.529 0.865 0.460 -0.39 0.58 0.43
H 1.521 -0.142 -2.444 0.26 0.17 -0.16
H -0.216 1.829 -0.861 -0.45 0.11 -2.11
C -0.434 0.760 -0.754 2.29 1.89 3.13
H 0.541 -2.322 2.024 0.09 0.17 0.30
C 0.160 -1.565 1.352 -0.16 1.03 -0.55
C 1.139 -0.388 0.987 -1.48 -1.13 0.51
C 1.916 0.295 -1.526 -0.30 0.15 -0.32
H 2.074 1.362 -1.702 0.06 0.01 0.08
```
Forces are in eV/Å.

Summary:
Net charge ... +1
Energy above the lowest of the compared OMol25 structures with the same formula, charge and spin ... 502.2 kJ/mol
2S+1 ... 2
<S²> ... 0.78
HOMO (spin up / spin down) ... -14.290 / -14.379 eV

Löwdin atomic charge list, values in e, 5 entries: atom 1 (H): 0.113, atom 2 (C): -0.284, atom 3 (H): 0.123, atom 4 (H): 0.079, atom 5 (H): 0.103

=====

(6)
This record from the OMol25 dataset describes a structure of composition C35H47BrN4P2Pd. The level of theory is ωB97M-V/def2-TZVPD.

```
90
Properties=species:S:1:pos:R:3:forces:R:3
C -0.174 -2.905 -3.919 0.18 -0.04 -0.25
C -0.412 1.330 -2.309 -0.21 1.45 -0.19
H -3.053 -0.415 1.052 0.26 0.01 0.07
H 4.172 2.705 0.107 0.07 -0.24 -0.14
H -3.707 2.678 -0.332 0.23 0.06 -0.18
C -3.169 1.158 -3.351 -0.82 0.58 -0.10
P 1.834 -0.250 -0.380 0.16 -0.04 -0.34
C 0.367 0.727 7.453 -0.16 0.00 -0.33
H 3.818 -1.920 2.416 0.09 0.11 -0.10
H 3.915 -0.233 1.898 -0.16 -0.26 -0.14
C -0.050 -3.332 -2.455 -0.41 -0.52 0.36
H 0.815 0.678 2.375 -0.48 -0.19 -0.23
H -2.693 -2.157 -2.899 0.08 -0.06 0.24
C -0.827 -3.376 0.284 -0.08 -0.24 0.06
H -1.655 0.227 8.028 0.20 0.01 -0.26
Br 3.938 5.593 -2.557 1.17 1.08 -0.06
H 2.173 -2.436 0.525 0.06 0.18 0.21
C 1.538 2.377 -3.421 -0.01 0.60 0.32
H -1.598 -4.972 1.477 -0.21 -0.01 -0.11
C -0.520 0.432 4.816 0.21 -0.03 0.44
H 0.091 -3.959 0.108 -0.16 0.12 0.14
C -4.842 2.983 -2.146 0.61 -1.03 0.34
H 4.793 -0.916 -1.372 -0.28 -0.11 -0.07
C -3.791 -1.820 -1.070 -0.29 0.15 0.00
C -2.893 1.565 -2.029 0.21 0.28 0.03
H -1.449 1.970 -0.482 -0.12 0.41 -0.45
C 3.907 1.706 -0.271 0.41 0.40 0.36
H 1.000 -3.316 -2.126 -0.29 -0.04 -0.02
H 1.480 5.366 -0.934 0.16 -0.10 -0.19
H 1.504 0.985 4.242 -0.18 -0.07 0.37
H -2.841 -3.792 1.064 0.21 -0.09 -0.22
C -0.967 0.377 7.196 0.06 0.02 -0.39
Pd -0.302 -0.093 -0.894 -0.56 -1.42 1.12
C 0.506 3.556 -1.564 0.65 0.31 -0.35
N -0.968 0.234 3.492 -0.51 -0.20 -0.24
H -4.439 1.549 -5.067 -0.02 0.08 0.34
H 2.481 1.318 1.319 0.10 0.02 -0.22
H -0.300 3.652 -0.834 0.28 0.01 -0.25
C -3.818 2.408 -1.379 -0.48 0.12 -0.95
C 2.550 4.407 -2.574 -1.89 -1.49 0.09
C -2.694 -2.518 -1.860 -0.19 -0.88 -0.10
H 1.928 -1.292 -2.516 0.32 0.30 0.31
C 1.510 4.529 -1.628 0.10 -0.50 -0.40
H -0.550 0.773 -3.239 -0.10 0.55 -0.03
C 0.550 2.448 -2.422 0.00 -0.62 0.01
H 3.291 3.287 -4.278 -0.03 0.07 0.13
C -1.963 -4.322 0.672 0.12 -0.25 0.22
C 3.991 -1.471 -1.875 0.25 0.03 -0.49
H -0.357 -1.828 -4.045 0.04 -0.23 0.14
P -1.002 -2.339 -1.229 0.38 1.32 -0.16
H -4.767 -2.063 -1.509 0.15 0.10 0.10
H -0.971 -3.459 -4.433 0.12 0.26 0.17
H -5.519 3.715 -1.704 0.05 -0.15 -0.13
C 2.527 3.352 -3.509 -0.16 0.21 0.54
H 2.798 0.233 -2.519 -0.07 -0.14 0.18
H 4.337 -1.674 -2.900 0.02 -0.07 0.27
C -4.237 1.779 -4.016 0.62 -0.70 0.80
C -2.237 -0.199 1.728 0.61 -0.06 0.71
H 2.282 1.226 6.585 -0.31 -0.09 -0.04
H -2.276 -4.967 -0.159 0.03 0.16 0.18
H -3.820 -2.149 -0.025 0.04 0.02 -0.16
C -1.407 0.225 5.878 0.25 0.09 0.38
H -0.434 -4.359 -2.324 0.39 0.05 -0.21
H -2.873 -3.599 -1.889 -0.38 0.00 -0.24
H -0.614 -2.688 1.114 -0.05 -0.17 -0.20
H 3.859 -2.437 -1.375 0.06 0.15 -0.01
C 0.819 0.871 8.813 0.66 0.19 2.37
C -0.223 0.360 2.355 -1.12 -0.25 -0.58
C 2.506 1.349 0.218 0.15 0.15 -0.18
H 4.493 -1.531 0.828 -0.21 0.14 0.23
C 2.673 -0.700 -1.953 0.51 -0.31 0.08
C 1.248 0.943 6.385 -0.12 0.00 -0.36
H 1.508 1.545 -4.125 0.09 0.20 0.13
C -2.250 -0.151 3.089 0.23 0.35 -0.04
N -5.028 2.669 -3.424 -0.58 0.64 -0.44
C 0.811 0.806 5.065 -0.22 -0.07 0.47
H 3.986 1.754 -1.365 -0.15 -0.09 0.27
H -3.052 -0.322 3.781 0.02 0.02 0.02
H -2.442 -0.055 5.681 0.38 0.11 0.17
C 2.310 -1.430 0.951 0.42 0.10 -0.16
N 1.158 0.975 9.930 -0.73 -0.22 -2.54
C 3.712 -1.255 1.550 0.15 -0.44 0.14
H -3.682 -0.727 -1.093 0.08 -0.30 0.00
H -2.545 0.440 -3.886 -0.04 0.32 0.21
C -1.556 1.430 -1.426 -0.52 -0.23 -0.89
H 1.550 -1.316 1.740 0.19 -0.14 -0.33
N -0.962 0.077 1.289 0.56 0.50 0.88
H 1.779 2.122 -0.083 0.38 -0.32 0.08
H 4.658 0.994 0.108 -0.22 0.26 -0.20
H 0.763 -3.142 -4.442 -0.26 0.09 0.02
```
Forces are in eV/Å.

Summary:
Net charge ... 0
Energy above the lowest of the compared OMol25 structures with the same formula, charge and spin ... 0.0 kJ/mol
HOMO ... -6.451 eV

Löwdin atomic charge list, values in e, 5 entries: atom 1 (C): -0.159, atom 2 (C): -0.303, atom 3 (H): 0.089, atom 4 (H): 0.077, atom 5 (H): 0.102

=====

> Which value of net charge does entry 6 give?

0